1.
{
  "formula": "C8H13N2O2PS",
  "method": "ωB97M-V/def2-TZVPD",
  "elements": ["S", "P", "O", "O", "N", "N", "C", "C", "C", "C", "C", "C", "C", "C", "H", "H", "H", "H", "H", "H", "H", "H", "H", "H", "H", "H", "H"],
  "positions_angstrom": [[0.50147, 0.61298, 1.18809], [1.60973, -0.50545, -0.29332], [2.19478, 0.78177, -1.17173], [2.97633, -0.87705, 0.44256], [1.31071, 1.59284, -1.92217], [-2.42626, 1.19385, -0.44151], [-1.78787, 0.10481, -0.27218], [-1.27624, -2.06584, -1.26499], [-0.78652, -1.77760, 1.08150], [-1.70173, -0.79760, -1.40020], [-2.55931, 2.17563, 0.58704], [-1.10475, -0.33635, 1.00026], [-0.85498, -2.57705, 0.00971], [3.88889, 0.08688, 0.95637], [-2.82784, 1.75697, 1.56343], [-1.25644, -2.73073, -2.11560], [-2.05998, -0.40855, -2.34143], [-3.32840, 2.88074, 0.27286], [0.61897, 1.98124, -1.27799], [-1.66426, -0.00075, 1.87815], [4.54797, -0.45374, 1.63529], [-0.44856, -2.14196, 2.04017], [-0.59607, -3.62202, 0.08332], [3.36117, 0.87550, 1.49555], [-1.61752, 2.71746, 0.71881], [4.46736, 0.52713, 0.14385], [0.81933, 1.00686, -2.59584]],
  "forces_ev_per_angstrom": [[-0.0587, 0.0445, 0.0219], [-0.3272, 0.2583, -0.5634], [0.4547, -0.0293, 0.1448], [0.0255, -0.0987, -0.0592], [-0.2285, 0.1437, -0.0637], [0.1981, -0.3173, -0.5949], [-0.2179, 0.3207, 0.4189], [-0.3422, 0.5574, -0.4404], [-0.1668, -0.5642, -0.1347], [0.0957, -0.7453, -0.4552], [-0.0176, 0.1826, 0.3003], [0.2439, 0.5655, 0.1534], [-0.0320, -0.0501, 0.7588], [0.2952, 0.0800, 0.1347], [-0.0513, 0.0142, 0.0552], [-0.0106, -0.0066, -0.1186], [-0.0118, 0.0124, -0.1017], [0.0520, 0.0460, 0.1962], [0.0635, -0.1937, 0.0317], [-0.0101, -0.0762, -0.1083], [-0.0258, 0.1308, -0.0180], [0.0344, -0.0845, 0.0742], [0.0940, -0.0868, 0.0896], [0.0072, -0.0125, 0.0340], [-0.0373, 0.0472, 0.0032], [-0.0535, -0.0085, 0.0697], [0.0270, -0.1297, 0.1716]],
  "mulliken_charge": [-0.205, 0.429, -0.296, -0.278, -0.440, -0.646, 0.291, -0.343, -1.013, -0.433, -0.866, 0.289, -0.195, -0.588, 0.284, 0.393, 0.487, 0.330, 0.270, 0.418, 0.234, 0.382, 0.381, 0.302, 0.280, 0.245, 0.287],
  "multiplicity": 1,
  "e_lumo_ha": -0.0069,
  "smiles": "C/N=C1/C=CC=C[C@H]1SP(OC)ON",
  "gap_ha": 0.308
}

=====

2.
{
  "formula": "C5H11NO",
  "method": "ωB97M-V/def2-TZVPD",
  "elements": ["O", "N", "C", "C", "C", "C", "C", "H", "H", "H", "H", "H", "H", "H", "H", "H", "H", "H"],
  "positions_angstrom": [[1.16514, 1.12195, 1.47810], [-0.41334, -0.50685, 1.78025], [-0.72040, -0.73352, -0.71064], [0.16872, 0.70979, 2.01755], [-0.02490, -1.20415, 0.57087], [-0.21775, 0.87034, -2.72530], [0.21835, -0.29089, -1.84275], [0.43721, -1.11480, -2.53440], [-0.11452, -2.28865, 0.64985], [-1.36070, -1.49674, -1.15634], [-0.74085, 0.59292, -3.64146], [1.05052, -1.12201, 0.43451], [1.20656, -0.10863, -1.47272], [-1.34106, 0.14511, -0.52296], [0.68303, 1.32029, -3.16022], [-0.35788, 1.26041, 2.81555], [-1.41364, -0.53878, 1.91247], [-0.73102, 1.68905, -2.22328]],
  "forces_ev_per_angstrom": [[0.0996, 0.0434, -0.0210], [-0.1940, -0.1982, -0.7410], [-0.0690, 0.6112, -0.9398], [-0.2289, -0.0421, 0.3395], [0.7449, -0.8333, -0.8560], [0.7422, 0.5210, -0.6831], [0.2972, -0.6967, -0.7505], [-0.3293, -0.2166, 0.1589], [-0.5657, 0.0247, 0.5254], [-0.2535, -0.0639, 0.4426], [-0.5881, -0.2545, 0.3710], [0.1009, 0.5308, 0.1830], [0.4964, 0.5869, 0.6814], [-0.1837, -0.1204, 0.3786], [0.0514, 0.0761, 0.2543], [0.0450, 0.1086, -0.0382], [0.0221, 0.0871, 0.5296], [-0.1875, -0.1640, 0.1651]],
  "mulliken_charge": [-0.506, -0.268, -0.520, 0.027, -0.816, -1.215, -0.412, 0.302, 0.373, 0.357, 0.317, 0.387, 0.346, 0.343, 0.321, 0.337, 0.285, 0.342],
  "multiplicity": 1,
  "e_lumo_ha": 0.0356,
  "smiles": "CCCCNC=O",
  "gap_ha": 0.399
}

=====

3.
{
  "formula": "C4H12N6",
  "method": "ωB97M-V/def2-TZVPD",
  "elements": ["N", "N", "N", "N", "N", "N", "C", "C", "C", "C", "H", "H", "H", "H", "H", "H", "H", "H", "H", "H", "H", "H"],
  "positions_angstrom": [[-0.26704, -1.03210, -1.69169], [-0.50262, -1.20699, 0.66738], [1.68105, 1.27335, -1.07978], [-0.81998, -2.55906, 0.51275], [-0.60032, 1.72818, -1.29679], [0.28606, 1.55186, 0.82903], [-0.05354, 0.90440, 1.81579], [-0.22303, -0.64798, 1.92119], [-0.04727, -0.54286, -0.52340], [0.22064, 0.91603, -0.48486], [-1.18109, -0.78618, 2.48160], [-0.54776, -3.04706, 1.29479], [-1.87463, -2.81025, 0.30318], [2.42785, 0.52774, -0.98661], [-1.59648, 1.49875, -1.19381], [0.11693, 1.48620, 2.74642], [-0.25419, -0.41123, -2.48153], [-0.45215, 2.62086, -1.02171], [2.03693, 1.89693, -0.39561], [1.42292, 1.67168, -1.98935], [0.71502, -1.05298, 2.40619], [-0.48728, -1.97928, -1.83317]],
  "forces_ev_per_angstrom": [[0.5194, 0.4410, -0.4909], [1.6609, 1.0415, -5.5200], [-0.6231, -2.7325, 0.9229], [-2.8884, 0.6581, -2.7069], [-1.4613, -4.3319, -1.6941], [0.3740, 0.3633, -2.9413], [1.2588, -1.8613, 3.4650], [-0.7889, 2.0359, 1.8679], [-2.7685, -1.7174, 3.4504], [1.6080, 2.1770, 1.4018], [1.1457, -0.2278, 0.3644], [0.9129, -1.4703, 2.1718], [2.5006, 1.2726, 0.6491], [-1.1119, 0.4693, -1.1813], [0.4255, 0.2043, -0.2031], [-0.7843, -0.8210, -0.1057], [0.0913, 0.0387, -0.4701], [0.2497, 3.8037, 0.9613], [0.2435, 1.9872, 0.5462], [1.0386, -0.0134, -0.1637], [-1.1931, 0.2590, -0.1700], [-0.4094, -1.5762, -0.1536]],
  "mulliken_charge": [-0.198, 0.431, -0.227, -0.990, -0.706, -0.556, -0.304, -0.320, 0.076, 0.957, 0.379, 0.264, 0.318, 0.364, 0.276, 0.419, 0.280, 0.217, 0.330, 0.381, 0.332, 0.277],
  "multiplicity": 1,
  "e_lumo_ha": -0.3152,
  "smiles": "NN1CC=N[C@@](N)([NH3+])C1=[NH2+]",
  "gap_ha": 0.343,
  "charge": 2
}

=====

4.
{
  "formula": "C10H16",
  "method": "ωB97M-V/def2-TZVPD",
  "elements": ["C", "C", "C", "C", "C", "C", "C", "C", "C", "C", "H", "H", "H", "H", "H", "H", "H", "H", "H", "H", "H", "H", "H", "H", "H", "H"],
  "positions_angstrom": [[0.85554, -1.92006, 0.55119], [0.67747, -1.79589, -0.82555], [2.06568, 2.22211, 0.71285], [-0.26451, -0.93931, -1.38450], [0.07101, -1.15566, 1.39249], [-0.87675, -0.07741, -0.46991], [-3.01783, 0.45848, -1.64506], [-1.76819, 1.05103, -1.03446], [-0.89378, -0.27502, 0.92316], [2.81052, 1.14516, 1.62782], [-2.00336, 1.60994, -0.14483], [-0.54254, -0.85613, -2.41445], [-1.70062, 0.21138, 1.45343], [3.38752, 0.68559, 0.82244], [1.67251, 2.93813, 1.41313], [1.65689, -2.50522, 0.97230], [-2.90289, -0.48609, -2.23999], [2.03638, 0.48980, 2.00615], [0.26383, -1.24500, 2.48186], [3.60626, 1.62366, 2.19466], [1.26083, -2.47182, -1.48229], [2.88816, 2.85022, 0.32368], [1.26092, 1.66585, 0.23294], [-3.70127, 1.11669, -2.22310], [-1.26124, 1.63258, -1.81914], [-3.75141, 0.18680, -0.87228]],
  "forces_ev_per_angstrom": [[0.0518, 1.0147, -0.5474], [0.3892, -1.5757, -1.1200], [1.4604, -0.1254, 3.0283], [0.7314, 0.5216, 2.2786], [-0.2016, -0.1970, 2.0439], [-1.8984, 0.6668, -0.8396], [-2.3778, -0.8200, -0.3039], [0.3869, -1.3795, -0.2416], [0.9298, -0.3686, -2.0206], [0.0281, 1.2821, -3.0993], [-0.2621, 0.9672, -0.1588], [0.4220, -0.0541, -0.5134], [0.5479, 0.2424, 0.6164], [-0.0237, -1.0922, 0.3946], [-1.0468, 0.3070, 0.2711], [-0.0166, -0.2620, -0.1035], [0.3448, 0.9536, 0.4030], [0.6337, -0.1543, 0.8072], [-0.4219, -0.0725, -0.7095], [-0.6266, -0.1917, 0.9628], [-0.3673, 0.5055, 0.3936], [-0.8066, -0.7325, -1.3769], [0.4304, 0.7308, -0.9895], [1.0396, 0.1355, -0.1274], [0.1872, 0.0222, 0.6504], [0.4662, -0.3239, 0.3015]],
  "mulliken_charge": [-0.523, -0.380, -0.590, -0.727, -0.557, 0.898, -1.119, -0.797, -0.454, -0.685, 0.408, 0.457, 0.396, 0.208, 0.263, 0.418, 0.277, 0.113, 0.379, 0.373, 0.318, 0.360, -0.036, 0.378, 0.327, 0.296],
  "multiplicity": 1,
  "e_lumo_ha": 0.0371,
  "smiles": "CCc1ccccc1.CC",
  "gap_ha": 0.368
}

=====

5.
{
  "formula": "CBrF2I",
  "method": "ωB97M-V/def2-TZVPD",
  "elements": ["I", "Br", "F", "F", "C"],
  "positions_angstrom": [[1.17936, -0.56096, -0.21811], [-2.15176, -0.61512, 0.26350], [2.45124, -0.35622, 1.44355], [-0.83126, 1.38180, -0.96217], [-0.64758, 0.15051, -0.52677]],
  "forces_ev_per_angstrom": [[-0.1553, 0.5666, 0.8363], [-0.0925, 0.2447, 0.0239], [-0.0878, -0.1902, -0.5433], [-0.0847, -0.2433, 0.3551], [0.4203, -0.3779, -0.6720]],
  "mulliken_charge": [0.671, -0.003, -0.586, -0.129, 0.047],
  "multiplicity": 1,
  "e_lumo_ha": [-0.0545, -0.0545],
  "gap_ha": [0.294, 0.294]
}